{"formula": "C60H158N10O24", "method": "the ωB97M-V functional and the def2-TZVPD basis", "species": ["O", "O", "O", "O", "O", "O", "O", "O", "O", "O", "O", "O", "O", "O", "O", "O", "O", "O", "O", "O", "O", "O", "O", "O", "N", "N", "N", "N", "N", "N", "N", "N", "N", "N", "C", "C", "C", "C", "C", "C", "C", "C", "C", "C", "C", "C", "C", "C", "C", "C", "C", "C", "C", "C", "C", "C", "C", "C", "C", "C", "C", "C", "C", "C", "C", "C", "C", "C", "C", "C", "C", "C", "C", "C", "C", "C", "C", "C", "C", "C", "C", "C", "C", "C", "C", "C", "C", "C", "C", "C", "C", "C", "C", "C", "H", "H", "H", "H", "H", "H", "H", "H", "H", "H", "H", "H", "H", "H", "H", "H", "H", "H", "H", "H", "H", "H", "H", "H", "H", "H", "H", "H", "H", "H", "H", "H", "H", "H", "H", "H", "H", "H", "H", "H", "H", "H", "H", "H", "H", "H", "H", "H", "H", "H", "H", "H", "H", "H", "H", "H", "H", "H", "H", "H", "H", "H", "H", "H", "H", "H", "H", "H", "H", "H", "H", "H", "H", "H", "H", "H", "H", "H", "H", "H", "H", "H", "H", "H", "H", "H", "H", "H", "H", "H", "H", "H", "H", "H", "H", "H", "H", "H", "H", "H", "H", "H", "H", "H", "H", "H", "H", "H", "H", "H", "H", "H", "H", "H", "H", "H", "H", "H", "H", "H", "H", "H", "H", "H", "H", "H", "H", "H", "H", "H", "H", "H", "H", "H", "H", "H", "H", "H", "H", "H", "H", "H", "H", "H", "H", "H", "H", "H", "H", "H", "H", "H", "H", "H", "H", "H", "H", "H"], "coordinates": [[5.618, -0.674, 0.075], [-6.834, 6.507, 1.358], [4.382, 0.650, 5.761], [-5.933, -2.976, 0.749], [-1.058, 2.904, 7.201], [-3.974, 6.282, 9.389], [0.464, -2.441, 1.148], [5.826, -0.920, -3.617], [9.833, -3.978, -4.141], [-2.755, -0.188, 3.263], [-7.868, -0.106, 3.204], [5.382, 2.672, -0.601], [-2.267, -3.005, -6.189], [-2.623, 4.110, 0.670], [3.446, -1.825, 2.199], [4.941, -11.431, -7.165], [0.904, -2.218, -2.707], [2.820, -6.346, -5.611], [-4.042, -0.227, -2.690], [1.079, 5.482, -1.515], [-1.785, -5.694, -5.501], [1.257, 1.691, 1.944], [2.566, 5.529, 4.893], [-2.747, -5.478, -2.691], [4.876, -8.988, -4.900], [-6.207, 3.370, 1.387], [3.947, 3.691, 6.524], [4.021, 5.398, -0.518], [2.291, -0.242, -0.097], [-5.252, 1.391, 2.675], [-6.666, -1.212, -1.477], [-4.187, 3.892, 6.681], [-4.526, -4.333, -4.588], [8.682, -1.142, -4.511], [-5.320, 0.366, -2.882], [2.189, 1.230, -0.195], [-1.535, 3.532, -0.017], [-3.593, -2.518, -5.923], [-4.011, -2.972, -4.527], [-7.239, 4.206, 1.999], [-5.628, -4.326, 1.095], [-6.876, 7.482, 0.335], [4.422, 1.335, 7.021], [2.442, 1.818, 1.171], [-6.264, 0.183, -1.698], [-6.482, 1.825, 3.349], [4.997, 2.706, 6.722], [-3.554, 5.023, 7.412], [0.245, 2.877, 6.683], [-5.022, -0.060, 2.550], [3.314, 5.115, 3.737], [10.841, -4.866, -3.821], [1.108, -0.899, -2.157], [-4.935, 4.068, 1.269], [-1.783, -2.888, -7.513], [-3.568, -0.189, 2.117], [10.226, -2.935, -5.020], [-8.756, -0.918, 2.484], [-1.744, -5.627, -1.695], [-3.713, 4.936, 8.939], [-0.157, -2.395, -3.613], [-4.978, -4.804, -3.260], [3.798, -6.771, -4.680], [2.774, 5.710, 0.218], [7.635, -0.273, -5.071], [-2.121, 2.521, 6.317], [-3.318, 0.090, -1.538], [4.584, -11.286, -5.787], [-7.504, -1.388, -0.278], [-7.644, 5.373, 1.087], [-7.280, -2.729, 0.354], [-1.430, 0.319, 3.187], [-3.799, 3.348, 0.579], [5.098, 3.577, -1.668], [6.196, -10.892, -7.516], [3.480, -0.447, 5.676], [8.946, -2.244, -5.452], [1.509, 2.227, 3.238], [5.041, -2.045, -3.321], [6.598, 2.950, 0.075], [2.397, -0.975, -1.341], [4.820, -7.635, -5.404], [-3.804, -4.662, -2.239], [6.206, -0.811, -4.978], [0.721, 5.902, -2.827], [2.093, -5.191, -5.276], [3.930, -9.884, -5.545], [3.751, 4.249, -1.414], [1.674, 6.380, -0.602], [4.437, 5.055, 6.439], [-7.718, 1.188, 2.668], [-2.828, 7.114, 9.486], [-3.502, 2.622, 6.910], [3.429, 6.075, 5.909], [-4.527, 4.267, 2.271], [5.298, 5.126, 5.760], [-3.642, 2.415, 1.138], [-4.083, 1.923, 6.302], [0.211, -0.559, -1.628], [0.228, 3.499, 5.777], [6.471, 3.528, 1.001], [2.646, -4.478, -4.657], [5.693, 2.594, 5.881], [-2.265, -0.171, -1.664], [11.635, -4.329, -3.277], [6.465, -9.984, -6.966], [5.611, 0.007, -5.405], [-1.094, 2.745, 0.606], [1.211, 1.504, -0.609], [-0.340, -3.440, -3.860], [11.346, -5.239, -4.724], [8.506, -1.530, -3.592], [-1.832, 3.138, -0.993], [1.181, 6.844, -3.135], [5.233, 0.170, -0.193], [4.691, 5.076, 0.173], [-5.079, 3.826, 7.162], [-3.463, -3.634, -2.105], [2.490, -0.073, 5.950], [-1.872, 1.483, 6.081], [-6.135, 8.264, 0.511], [-5.864, -1.822, -1.377], [-5.150, -0.682, 3.438], [-1.357, -4.734, -1.200], [0.870, 6.697, 0.070], [-8.618, 1.766, 2.911], [-8.536, -1.193, -0.582], [-4.346, -2.710, -6.690], [5.163, 2.963, -2.577], [-5.892, 0.663, -0.786], [4.715, 5.443, 7.422], [3.022, -10.090, -4.971], [-4.706, -2.215, -4.167], [-3.814, -5.014, -4.815], [-5.990, -4.970, 0.293], [-4.678, 4.488, 9.201], [-7.011, 4.562, 3.008], [4.658, -7.593, -6.489], [10.826, -3.342, -5.841], [4.275, -2.272, -4.073], [0.578, 2.070, 3.785], [-5.608, 0.172, -3.912], [-4.521, 1.603, 3.355], [3.743, -11.983, -5.745], [-2.030, -5.464, -4.593], [-2.132, 6.601, 10.159], [3.447, 1.410, 7.503], [4.187, 5.665, 3.377], [2.884, 1.580, -0.958], [7.609, 0.661, -4.506], [3.139, 6.416, 0.972], [2.588, -2.198, 2.428], [-2.207, -5.015, -6.044], [-0.922, 0.323, 4.152], [-4.977, 5.053, 0.801], [-3.459, -1.430, -5.887], [-5.320, -5.835, -3.195], [1.443, -0.538, 0.374], [-3.112, 8.018, 10.021], [-5.104, 1.446, -2.891], [9.136, -1.771, -6.421], [4.236, -5.852, -4.272], [-7.630, 1.300, 1.582], [2.321, 1.723, 3.768], [-8.451, -0.990, 1.437], [-6.493, 2.915, 3.326], [-8.064, 3.497, 2.102], [-7.142, 0.776, -1.971], [0.190, -1.962, -4.563], [3.377, 3.525, 5.706], [-3.519, 2.426, 7.987], [5.863, 4.304, -1.955], [10.550, -5.702, -3.187], [-6.061, -4.719, 2.023], [0.848, 3.439, 7.392], [3.565, -1.033, 4.765], [-2.133, 3.094, 5.383], [1.179, -5.378, -4.699], [7.026, 2.020, 0.452], [-3.466, -1.073, 1.469], [3.557, -9.572, -6.523], [-7.749, -3.560, -0.186], [-5.758, -4.132, -2.892], [-0.796, 4.323, -0.131], [-2.408, 7.264, 8.490], [-1.120, -3.738, -7.675], [7.307, 3.499, -0.543], [3.664, 4.108, 3.974], [-6.072, 2.500, 1.888], [3.129, -0.504, -1.999], [-4.310, -4.969, -1.318], [-7.257, -0.502, 0.323], [5.345, -11.647, -5.093], [2.762, 6.444, 6.690], [-7.867, 7.938, 0.311], [-8.664, 5.792, 1.086], [10.834, -2.209, -4.474], [-0.002, -3.278, 1.240], [-2.992, 4.316, 9.475], [-8.967, -1.863, 2.982], [-1.113, -1.881, -3.475], [4.906, -1.129, 0.540], [1.159, 5.173, -3.512], [6.164, -10.586, -8.562], [7.952, -0.071, -6.093], [5.812, -9.356, -4.855], [2.781, 2.855, 1.077], [3.821, -1.122, 6.474], [-7.702, 5.136, 0.015], [2.419, 4.894, 0.855], [1.188, -0.276, -3.055], [-0.879, -6.106, -2.156], [5.969, -1.676, -5.601], [-3.276, 1.167, -1.346], [4.443, -2.004, -2.413], [-9.779, -0.514, 2.440], [-7.809, -2.830, 1.312], [5.799, -7.145, -5.409], [-6.556, 1.548, 4.406], [2.725, -1.999, -1.164], [0.648, 1.915, 6.354], [-4.565, -4.298, 1.325], [3.266, 1.301, 1.675], [-0.366, 5.913, -2.862], [-3.319, 0.556, 1.350], [-6.497, 7.054, -0.598], [5.654, 3.054, 7.523], [2.874, 3.675, -1.114], [-5.571, -0.460, 1.695], [0.666, -2.381, 0.206], [3.956, 6.988, 5.618], [2.037, 7.279, -1.106], [-3.966, 5.937, 6.990], [-1.463, 1.403, 3.027], [5.728, -2.894, -3.249], [5.205, 0.863, 7.621], [2.638, 5.087, 2.888], [1.756, -4.790, -6.232], [-3.677, -0.490, -0.684], [3.276, -7.271, -3.857], [3.237, -0.978, 1.783], [-1.248, -1.967, -7.753], [-2.121, -6.353, -0.970], [-2.491, 4.990, 7.161], [8.080, -2.882, -5.651], [-2.627, -3.003, -8.199], [-0.776, -0.146, 2.449], [-3.076, -2.878, -3.968], [3.403, 4.677, -2.361], [1.645, 3.308, 3.185], [-4.104, 3.171, -0.459], [7.020, -11.593, -7.357]], "lowdin_charge": [-0.05, -0.22, -0.22, -0.20, -0.21, -0.22, -0.04, -0.18, -0.19, -0.16, -0.16, -0.20, -0.24, -0.18, -0.06, -0.20, -0.21, -0.20, -0.21, -0.23, -0.06, -0.18, -0.18, -0.20, -0.07, -0.08, -0.05, -0.03, -0.06, -0.05, -0.04, -0.07, -0.03, -0.06, -0.19, -0.17, -0.09, -0.19, -0.20, -0.19, -0.10, -0.12, -0.20, -0.21, -0.20, -0.19, -0.21, -0.19, -0.12, -0.15, -0.11, -0.14, -0.18, -0.19, -0.09, -0.24, -0.21, -0.12, -0.09, -0.20, -0.11, -0.16, -0.20, -0.21, -0.20, -0.21, -0.10, -0.19, -0.22, -0.21, -0.22, -0.09, -0.25, -0.20, -0.12, -0.10, -0.21, -0.08, -0.11, -0.10, -0.20, -0.21, -0.23, -0.23, -0.08, -0.11, -0.19, -0.20, -0.20, -0.23, -0.21, -0.10, -0.21, -0.20, 0.13, 0.11, 0.09, 0.11, 0.11, 0.08, 0.08, 0.07, 0.12, 0.08, 0.09, 0.07, 0.12, 0.08, 0.12, 0.08, 0.08, 0.11, 0.08, 0.09, 0.01, 0.09, 0.09, 0.11, 0.07, 0.11, 0.08, 0.09, 0.13, 0.08, 0.12, 0.12, 0.13, 0.12, 0.12, 0.11, 0.12, 0.11, 0.11, 0.07, 0.08, 0.12, 0.13, 0.12, 0.12, 0.08, 0.06, 0.12, 0.13, 0.11, 0.00, 0.09, 0.12, 0.10, 0.10, 0.11, 0.11, 0.02, 0.01, 0.07, 0.12, 0.12, 0.12, 0.08, 0.09, 0.12, 0.11, 0.11, 0.12, 0.09, 0.03, 0.08, 0.10, 0.13, 0.09, 0.08, 0.12, 0.12, 0.09, 0.09, 0.09, 0.07, 0.13, 0.07, 0.09, 0.11, 0.12, 0.13, 0.11, 0.08, 0.08, 0.09, 0.09, 0.08, -0.01, 0.11, 0.10, 0.07, 0.12, 0.12, 0.09, 0.12, 0.12, 0.05, 0.12, 0.10, 0.08, 0.00, 0.08, 0.09, 0.11, 0.09, 0.10, 0.09, 0.12, 0.08, 0.13, 0.09, 0.11, 0.07, 0.05, 0.10, 0.10, 0.12, 0.14, 0.12, 0.08, 0.09, 0.13, 0.09, 0.09, 0.09, 0.12, 0.09, 0.10, 0.02, 0.12, 0.12, 0.12, 0.08, 0.10, 0.12, 0.05, 0.09, 0.07, 0.13, -0.01, 0.09, 0.09, 0.11, 0.12, 0.09, 0.08, 0.09, 0.11, 0.07, 0.12, 0.08], "e_above_lowest_ev": 6.3331, "e_tot_ev": -128802.9262, "total_charge": 0}